# 1
Computed, not measured: a molecular structure, C25H29BeN5O2P, with the ωB97M-V functional and the def2-TZVPD basis.

```
63
Properties=species:S:1:pos:R:3
Be 11.42626 11.20847 9.84117
N 11.01187 10.74920 11.40921
C 10.12460 9.55668 11.58276
C 9.40547 9.38366 12.75635
C 8.38210 8.46808 12.79495
C 8.15886 7.62971 11.69903
C 9.06394 7.65066 10.67394
C 10.05972 8.63212 10.54787
P 11.01765 9.09526 9.01600
C 12.43665 7.93250 8.95898
C 12.28240 6.67218 9.51094
C 13.25013 5.69078 9.23332
C 14.43242 6.11168 8.57253
C 14.61750 7.40840 8.15584
C 13.58209 8.33027 8.26036
C 9.85269 8.79086 7.66334
C 10.07301 7.82374 6.76084
C 9.16109 7.65196 5.73709
C 7.94640 8.30810 5.72549
C 7.69224 9.22763 6.71657
C 8.64102 9.48346 7.66718
H 11.99395 10.44269 11.63177
H 10.69882 11.42360 12.06680
H 9.62459 10.11934 13.57396
H 7.67524 8.44708 13.63047
H 7.36714 6.91747 11.79054
H 9.04092 6.93671 9.87764
H 11.42219 6.30163 10.02552
H 13.07813 4.69956 9.61105
H 15.19300 5.42243 8.29834
H 15.60594 7.58537 7.68344
H 13.63849 9.36724 7.94651
H 10.95552 7.27713 6.67092
H 9.41376 6.91565 5.00820
H 7.21924 8.05898 4.92680
H 6.81812 9.85590 6.79456
H 8.31466 10.31362 8.34382
C 15.09115 12.62531 9.34177
C 13.77061 11.98975 9.01831
O 13.43161 11.77762 7.87214
O 12.91345 11.75430 10.03616
H 15.58704 12.25462 10.23341
H 14.86742 13.66318 9.40163
H 15.81068 12.40232 8.59552
C 7.30774 13.56220 5.76113
C 8.71657 14.02434 5.30083
C 9.39866 12.97422 4.35614
C 9.51532 14.62020 6.49060
N 9.67915 13.70862 7.63034
C 10.52556 12.71574 7.69620
N 10.43687 12.22757 8.95956
N 9.58578 13.03596 9.61002
N 9.08329 13.93507 8.83804
H 6.61305 13.37116 4.94617
H 6.96323 14.37762 6.42033
H 7.36457 12.66563 6.40307
H 8.54403 14.91682 4.73041
H 9.62551 11.96464 4.71763
H 10.33468 13.37849 3.99476
H 8.73280 12.80333 3.53586
H 8.89487 15.50544 6.82004
H 10.45943 14.95724 6.19921
H 11.18163 12.34996 6.97927
```

Computed properties:
HOMO level   -11.70 eV
Energy relative to the best compared isomer or geometry (same formula, charge and spin)   0.000 eV
LUMO energy   -2.243 eV
Net charge   +1

Just the natural (NBO) charges please, in e? Sure, here they are: 1.5996 -0.9980 0.1462 -0.2337 -0.1619 -0.2071 -0.1682 -0.3374 0.7533 -0.3467 -0.2002 -0.1888 -0.1843 -0.1920 -0.2054 -0.3629 -0.1947 -0.1859 -0.2120 -0.1409 -0.2277 0.4369 0.4210 0.2250 0.2361 0.2352 0.2221 0.2214 0.2275 0.2228 0.2316 0.2485 0.2285 0.2226 0.2329 0.2131 0.2233 -0.7226 0.8211 -0.6789 -1.0024 0.2356 0.2424 0.2377 -0.6121 -0.2104 -0.6265 -0.2238 -0.1643 0.2400 -0.5459 -0.0344 -0.0142 0.2326 0.2119 0.1977 0.2174 0.2104 0.2148 0.2291 0.2467 0.2262 0.2715


# 2
Computed, not measured: a molecular structure, C25H29BrIMoO6S4, with the ωB97M-V functional and the def2-TZVPD basis.

```
67
Properties=species:S:1:pos:R:3
Mo 11.42028 -6.67219 14.16981
C 18.72267 -1.48267 14.78693
O 17.52212 -1.14755 15.47501
C 16.43637 -0.90219 14.57364
C 15.57228 -2.15535 14.37867
O 15.36268 -2.41505 12.98085
C 14.18114 -3.16295 12.66674
C 14.56242 -4.13407 11.56021
O 14.36503 -5.50332 12.13797
C 14.99167 -6.45305 11.26859
H 18.49418 -2.13501 13.91683
H 19.17609 -0.59769 14.33379
H 19.33492 -2.03730 15.50088
H 15.84431 -0.15809 15.05283
H 16.78094 -0.49281 13.61230
H 16.12432 -3.01209 14.81609
H 14.55734 -1.99164 14.85050
H 13.69181 -3.78036 13.50006
H 13.41621 -2.42556 12.36766
H 13.92457 -3.97455 10.65806
H 15.57880 -3.99250 11.25582
H 14.33946 -6.64257 10.37090
H 15.99820 -6.12382 10.97326
H 15.11647 -7.38560 11.84019
O 11.56611 -7.09925 20.14067
C 12.07439 -6.55239 19.13328
S 11.52521 -4.97883 18.41713
C 11.85267 -5.46932 16.82512
C 12.69864 -6.55919 16.67798
S 13.40898 -7.15416 15.17673
S 13.22209 -7.44592 18.08479
S 10.87813 -4.77931 15.45693
C 7.99697 -4.16120 6.96949
C 8.15223 -4.68026 8.38362
C 8.03474 -3.91213 9.53944
C 8.21157 -4.41552 10.81364
C 7.79649 -3.55191 12.02973
C 8.84903 -5.68817 10.90422
C 8.87604 -6.55998 9.79544
C 9.17399 -8.07868 9.85292
C 8.61049 -6.00378 8.53009
C 9.23834 -6.14920 12.31234
O 8.45603 -5.94546 13.26883
O 10.37359 -6.76240 12.39226
H 8.33377 -4.90071 6.22564
H 8.63155 -3.24830 6.88473
H 6.93663 -4.08519 6.59042
H 7.85285 -2.84648 9.42665
H 7.35733 -2.60895 11.74397
H 8.61781 -3.38469 12.70406
H 7.00705 -4.09453 12.54724
H 9.73045 -8.39354 8.95687
H 8.23794 -8.71286 9.84989
H 9.72947 -8.41867 10.74190
H 8.70422 -6.55274 7.61256
Br 9.92066 -12.17627 10.51922
C 11.28225 -12.77106 11.71157
C 11.36524 -14.18417 11.70147
C 12.48432 -14.75404 12.31893
C 13.44393 -14.00344 12.91451
C 13.35209 -12.60539 12.91280
C 12.21759 -11.99487 12.38153
I 11.82085 -9.93392 12.72739
H 10.65495 -14.81682 11.20820
H 12.52674 -15.84874 12.33322
H 14.33200 -14.41290 13.37036
H 14.15158 -11.96021 13.32629
```

Computed properties:
HOMO level (spin up / spin down)   -10.89 / -10.89 eV
2S+1   3
LUMO energy (spin up / spin down)   -6.572 / -5.372 eV
Net charge   +1

Just the natural (NBO) charges please, in e? Sure, here they are: 1.2202 -0.2539 -0.5400 -0.0956 -0.0874 -0.5523 -0.0874 -0.0911 -0.5789 -0.2579 0.1608 0.1780 0.1989 0.1909 0.1902 0.1842 0.1648 0.1721 0.1840 0.1831 0.2035 0.1811 0.1836 0.1832 -0.4424 0.1950 0.4753 -0.3686 -0.4298 0.2145 0.4507 0.1478 -0.6458 0.0267 -0.2330 0.0455 -0.6273 -0.1338 0.0222 -0.6481 -0.2221 0.7612 -0.6055 -0.7420 0.2201 0.2297 0.2382 0.2121 0.2210 0.2050 0.2432 0.2277 0.2328 0.2201 0.2108 0.0924 -0.1138 -0.2070 -0.1820 -0.2063 -0.2183 -0.1598 0.1143 0.2450 0.2327 0.2343 0.2337


Values for calculated total energy, Eh, ordered as above
-1750.3197; -5953.7003
Values for max |F|, eV/Å, ordered as above
3.222; 5.380